No. 1
Density functional theory data (wB97M-V/def2-TZVPD) for a molecular structure, C8H18F3I2OP2V in a non-equilibrium geometry.

Geometry as XYZ:
```
35
Properties=species:S:1:pos:R:3:forces:R:3
I 0.01105 -1.78780 -2.95421 -0.0702 1.6638 -0.6890
I -0.01799 0.83762 -4.25032 0.0340 -1.7788 0.8139
V -0.00164 -0.06291 0.18981 0.0522 -2.7812 2.2594
P -2.27857 -0.27145 0.02417 -3.5897 0.4050 -0.2936
C -2.83191 -0.34282 -1.70210 0.0381 -0.3735 -0.1266
C -3.15010 -1.61300 0.86987 0.1489 -0.4756 0.2625
H -4.21327 -1.39884 0.99577 0.0724 0.2387 -0.1887
H -4.16949 1.25784 0.55014 0.2959 -0.2962 -0.2090
H -2.74556 -1.82266 1.85557 0.1206 0.1792 0.1617
H -2.78661 1.62155 1.57374 0.0804 -0.2777 0.0223
H -2.48647 -1.28393 -2.16580 -0.6436 0.5069 0.3139
H -3.05848 -2.53400 0.30029 0.0281 -0.0764 -0.2050
C -3.07198 1.30218 0.56940 0.3200 0.2932 0.3029
H -3.92908 -0.27123 -1.66674 0.3242 0.0374 -0.3152
H -2.73797 2.09579 -0.10201 -0.1568 -0.0227 -0.1120
H -2.37044 0.48096 -2.26391 -0.4035 -0.1071 0.1065
P 2.27829 -0.28677 0.03192 3.5260 0.3899 -0.2651
C 2.83635 -0.35940 -1.69320 -0.0523 -0.4102 -0.1089
C 3.08015 1.28073 0.58160 -0.3168 0.2949 0.3020
H 2.73063 -1.84162 1.86528 -0.1268 0.1849 0.1660
H 4.20198 -1.42497 1.00923 -0.0575 0.2400 -0.1850
H 3.04430 -2.55436 0.31156 -0.0309 -0.0803 -0.2110
C 3.13838 -1.63359 0.88077 -0.1511 -0.4768 0.2507
H 2.79329 1.60319 1.58470 -0.0821 -0.2828 0.0175
H 4.17730 1.22752 0.56646 -0.2966 -0.2886 -0.2086
H 3.93375 -0.29841 -1.65475 -0.3146 0.0516 -0.3181
H 2.38192 0.46999 -2.25278 0.4023 -0.1179 0.0914
H 2.75491 2.07625 -0.09164 0.1567 -0.0176 -0.1137
H 2.48285 -1.29850 -2.15754 0.6807 0.5523 0.3284
C 0.00553 1.71165 -0.42270 0.0166 7.8689 -4.2312
O 0.00745 2.74598 -0.97867 -0.0048 -5.0494 3.0456
F -1.10849 0.03502 2.98263 1.3131 0.3814 -1.2918
C 0.00015 0.46322 2.25990 -0.0081 0.7149 2.2456
F -0.00130 1.85350 2.36171 0.0526 -1.5698 -0.2744
F 1.10105 0.02327 2.99185 -1.3575 0.4796 -1.3433
```
Positions in Å, forces in eV/Å.

The net charge is +2. The spin multiplicity is 3. The value obtained for the highest occupied orbital energy (alpha / beta) is -16.385 / -16.387 eV.



No. 2
Density functional theory data (wB97M-V/def2-TZVPD) for a molecular structure, C8H18IO2P in a non-equilibrium geometry.

Geometry as XYZ:
```
30
Properties=species:S:1:pos:R:3:forces:R:3
C -2.12084 1.44939 -0.60129 4.7892 -2.2193 -0.3419
C -1.13247 -2.89772 0.85570 -1.2357 0.3513 -3.5279
C -0.98538 -2.22124 -1.68966 -0.2565 2.8211 2.6663
C 0.78862 -0.83188 1.27592 -0.3398 0.6602 1.3649
C -0.82801 2.33282 -0.35025 0.6142 -4.0813 -0.5794
C 1.17344 0.60526 1.38435 -4.8105 2.8675 -0.2641
C 1.86426 2.90289 -0.28913 3.1909 -3.0775 2.0360
C -0.31137 -2.30646 -0.28484 -1.4477 1.5461 1.4109
O -0.11071 -0.97875 0.22128 -1.3001 1.1663 -0.4347
O 3.54821 2.38095 -0.14240 -2.8699 1.1888 0.3164
P 0.85677 1.29887 -0.35715 -0.5870 1.8732 -0.1585
I 3.95198 0.69761 -1.00026 0.5426 -0.5403 -0.3541
H -1.83900 0.32563 -0.33875 -0.9080 2.4792 -0.2867
H -2.91402 1.79743 -0.06986 -2.3176 0.8540 1.5386
H -2.30666 1.46855 -1.64028 -0.5323 -0.0414 -1.1924
H -1.46682 -3.83619 0.57242 -0.4854 -2.3584 -0.3236
H -0.62585 -2.95231 1.73956 1.1852 0.1267 2.3403
H -2.03658 -2.32392 0.84659 -0.5015 0.6434 0.7268
H -1.95214 -2.66359 -1.55545 -0.6590 -0.2050 -0.4925
H -0.40376 -2.70951 -2.39004 0.9723 -0.9949 -1.5863
H -1.09314 -1.09684 -1.96102 0.1795 -2.0183 0.3712
H 0.50783 -1.03735 2.33432 -0.5791 -1.0349 -0.8798
H 1.56350 -1.43154 0.93914 2.3675 -1.1597 0.2680
H -0.79645 2.73896 0.57917 -0.3856 1.2581 2.9746
H -0.55747 3.10585 -0.99668 -0.3091 1.1794 -1.6135
H 2.14036 0.83413 1.57316 3.2304 0.2769 0.7034
H 0.53230 1.22943 2.22415 1.3565 -1.6478 -2.0664
H 1.90059 3.54196 0.60428 -0.3037 -0.0510 -0.5833
H 2.01810 3.31671 -1.23249 -0.4489 1.2484 -1.3590
H 0.63472 -2.73913 -0.25048 1.8491 -1.1110 -0.6734
```
Positions in Å, forces in eV/Å.

The spin multiplicity is 1. The value obtained for the energy above the lowest of the compared OMol25 structures with the same formula, charge and spin is 0.0 kcal per mole. The value obtained for the highest occupied orbital energy is -7.897 eV.



No. 3
Density functional theory data (wB97M-V/def2-TZVPD) for a gas-phase ion, C8H18N (charge +1) in a non-equilibrium geometry.

Geometry as XYZ:
```
27
Properties=species:S:1:pos:R:3:forces:R:3
C 2.89049 0.71781 -0.34311 0.1706 2.7210 -1.1774
C 1.65232 0.49836 -0.78053 -0.8999 -1.7092 -0.6136
C 0.95378 -0.48442 1.57542 -1.0770 0.4654 -2.4793
C 0.60947 -1.61778 -0.58068 -0.0514 -1.8788 3.0504
C -1.00745 1.55321 0.85869 0.4471 0.0982 -1.4903
C -1.29748 0.55532 -1.52249 -0.5376 1.5119 -1.7457
C 0.65443 -0.27790 0.05263 -2.3126 1.7545 1.2060
C -0.88433 0.36870 -0.06612 1.3506 -0.0321 -1.7128
N -1.83618 -0.71434 0.30627 0.2672 -1.7145 2.7660
H 3.55881 1.25180 -1.05669 -0.1937 -0.8834 0.5330
H 3.19102 0.87029 0.70172 -0.3250 -0.8021 -0.3376
H 1.28815 0.40974 -1.87706 1.3675 0.8514 1.6555
H 0.03389 -0.79109 1.98424 -1.0746 -0.5623 1.0460
H 1.61270 -1.27008 1.66490 1.5175 -1.8889 0.2523
H 1.33845 0.27667 2.17094 0.4665 1.8538 0.5582
H -0.20430 -2.33943 -0.19862 1.6027 0.3987 -0.2377
H 0.43778 -1.57822 -1.58227 0.0488 -0.0583 -2.9386
H 1.58280 -1.99744 -0.27722 -0.1472 -0.8971 -0.7179
H -1.26491 1.20791 1.81418 0.3545 -0.2180 1.7824
H -1.80075 2.19510 0.59758 -1.1850 0.7618 -0.6267
H -0.11087 2.17308 0.78289 0.0396 -0.3145 0.4642
H -1.00186 -0.27562 -2.13921 0.2636 -0.5674 -0.1060
H -0.89257 1.42693 -2.06576 0.1758 -0.1796 0.7105
H -2.39958 0.64582 -1.77042 0.8716 0.0022 1.0281
H -1.25680 -1.62524 0.31730 -1.4412 1.2197 -0.6558
H -2.71907 -0.77425 -0.23845 0.8436 0.0263 0.4161
H -2.03456 -0.62199 1.32002 -0.5421 0.0416 -0.6291
```
Positions in Å, forces in eV/Å.

The net charge is +1. The spin multiplicity is 1. The value obtained for the energy above the lowest of the compared OMol25 structures with the same formula, charge and spin is 59.2 kcal per mole. The value obtained for the highest occupied orbital energy is -13.517 eV. As for the SMILES: C=CC(C)(C)C(C)(C)[NH3+].



No. 4
Density functional theory data (wB97M-V/def2-TZVPD) for 2 unconnected molecules or ions with the total composition C8H18N2 in a non-equilibrium geometry.

Geometry as XYZ:
```
28
Properties=species:S:1:pos:R:3:forces:R:3
C 0.99079 0.49859 -0.68916 0.2765 0.2460 -0.1665
C 0.71144 1.90822 -0.15670 0.1543 -0.2840 0.0459
C 0.29766 0.38081 -2.05184 0.0397 -0.0890 0.2340
C 2.50786 0.32925 -0.87621 -0.0472 0.0369 -0.0859
C 0.57734 -0.58739 0.28871 0.2676 -0.0750 0.3115
N 0.20806 -1.81486 -0.27032 0.0298 -0.1107 -0.1345
C 0.62191 -0.43837 1.61220 0.0228 -0.0348 -0.0213
H 0.67152 -2.03778 -1.13734 -0.0287 -0.0481 -0.0119
H 0.26636 -2.58163 0.38665 0.0552 0.0431 -0.1167
H -0.33934 2.01811 0.07649 -0.0963 0.1303 -0.0024
H 1.29725 2.11844 0.73091 0.1338 0.0618 0.1949
H 0.98445 2.63999 -0.91055 0.1021 0.1183 -0.1585
H 0.49087 -0.57116 -2.54121 -0.0111 -0.0788 -0.1038
H 0.66416 1.16724 -2.70854 0.0357 0.0547 -0.0445
H -0.77442 0.50549 -1.93863 -0.1632 0.0085 -0.0850
H 2.74741 -0.65135 -1.28595 0.0656 -0.1087 -0.0494
H 2.89326 1.08422 -1.55929 0.0279 0.0735 -0.1100
H 3.01941 0.43303 0.07780 0.0352 0.0062 0.0634
H 0.41123 -1.26209 2.27430 -0.0172 -0.2235 0.0851
H 0.83221 0.50105 2.08112 0.0512 0.3005 0.0293
C -2.50141 -1.22480 1.37297 -0.1112 0.1144 0.1658
C -2.28145 -0.05143 0.47586 -0.5475 -0.6393 -0.0396
N -2.13939 1.15130 0.78595 -0.2677 1.0249 0.0565
H -2.12707 1.32828 1.79139 0.0128 -0.2954 0.0521
H -2.30821 -0.27931 -0.58707 0.0349 -0.0871 -0.1634
H -1.89934 -2.06580 1.04361 0.0091 -0.0691 0.0035
H -3.55024 -1.51777 1.30678 -0.0660 -0.0781 -0.0017
H -2.27223 -0.98036 2.40807 0.0020 0.0024 0.0531
```
Positions in Å, forces in eV/Å.

The spin multiplicity is 1. The value obtained for the energy above the lowest of the compared OMol25 structures with the same formula, charge and spin is 25.0 kcal per mole. The value obtained for the highest occupied orbital energy is -8.169 eV. As for the SMILES: C=C(N)C(C)(C)C.[H]/N=C\C.



no.,electronic energy (eV)
1,-79236.6302
2,-30067.1114
3,-10069.4371
4,-11567.3185